(1)
A molecular structure, C18H36Cl2CuN5O6Pd in a non-equilibrium geometry, computed with ωB97M-V/def2-TZVPD.

Values from the calculation:
- Charge: +3
- HOMO (spin up / spin down): -0.61407 / -0.61404 Ha
- Multiplicity: 4
- Frontier orbital gap (spin up / spin down): 8.3599 / 4.1475 eV
- LUMO level (spin up / spin down): -0.30685 / -0.46162 Eh

CARTESIAN COORDINATES (ANGSTROEM)
C -21.262 -16.928 -24.879
C -22.188 -17.283 -23.678
N -23.600 -17.209 -23.938
C -24.346 -18.044 -24.753
C -25.550 -17.471 -24.952
N -25.553 -16.285 -24.245
C -24.322 -16.097 -23.752
C -26.710 -15.377 -24.084
H -20.234 -16.972 -24.538
H -21.542 -16.010 -25.390
H -21.511 -17.746 -25.561
H -21.954 -16.548 -22.903
H -21.921 -18.297 -23.382
H -23.953 -18.978 -25.118
H -26.396 -17.832 -25.512
H -24.079 -15.340 -23.023
H -26.816 -14.879 -25.043
H -26.613 -14.655 -23.277
H -27.556 -16.006 -23.817
Cu -22.581 -14.309 -19.895
Pd -25.468 -17.543 -19.841
C -22.890 -16.884 -20.031
O -23.304 -18.030 -19.665
O -21.747 -16.350 -19.965
O -23.842 -16.046 -20.264
Cl -23.153 -19.805 -15.400
C -21.925 -19.546 -16.651
C -22.198 -20.483 -17.840
Cl -21.638 -22.149 -17.442
H -20.909 -19.618 -16.267
H -22.040 -18.524 -17.023
H -21.613 -20.121 -18.683
H -23.259 -20.506 -18.057
C -19.158 -19.353 -21.438
O -18.823 -19.651 -22.565
N -18.480 -19.642 -20.286
C -18.890 -19.065 -19.023
C -17.229 -20.350 -20.333
H -19.998 -18.653 -21.312
H -18.122 -18.350 -18.704
H -18.978 -19.838 -18.260
H -19.754 -18.428 -19.214
H -16.385 -19.753 -19.979
H -17.323 -21.213 -19.657
H -17.017 -20.797 -21.302
C -20.069 -14.315 -21.932
O -21.222 -14.080 -21.569
N -19.414 -13.715 -22.900
C -18.008 -13.882 -23.299
C -19.984 -12.512 -23.535
H -19.536 -15.185 -21.526
H -17.859 -13.622 -24.340
H -17.654 -14.877 -23.030
H -17.354 -13.208 -22.740
H -19.710 -11.539 -23.107
H -19.540 -12.355 -24.517
H -21.069 -12.546 -23.533
C -20.955 -15.137 -17.255
O -21.068 -14.319 -18.175
N -21.247 -14.914 -15.982
C -21.469 -13.543 -15.526
C -20.998 -15.875 -14.906
H -20.579 -16.164 -17.393
H -20.516 -13.127 -15.191
H -22.116 -13.521 -14.651
H -21.868 -12.875 -16.282
H -20.613 -16.818 -15.298
H -20.285 -15.498 -14.177
H -21.928 -16.170 -14.421



(2)
A gas-phase ion, C11H15N2 (charge +1) in a non-equilibrium geometry, computed with ωB97M-V/def2-TZVPD.

Values from the calculation:
- Charge: +1
- HOMO: -0.46904 Ha
- Multiplicity: 1
- Relative energy (zero: lowest compared OMol25 entry of this formula, charge and spin): 36.6 kcal/mol
- SMILES: Cn1cc[n+]([C@@]23C=C[C@@H](CC2)C3)c1
- Frontier orbital gap: 9.6682 eV
- LUMO level: -0.11374 Eh

CARTESIAN COORDINATES (ANGSTROEM)
C 0.316 -0.910 -4.154
N 0.435 -0.396 -2.863
C 1.299 0.630 -2.563
C 1.298 0.902 -1.216
N 0.337 0.042 -0.725
C -0.133 -0.066 0.672
C -1.239 -0.969 0.981
C -1.765 -0.571 2.162
C -1.135 0.725 2.622
C 0.304 0.417 3.112
C 0.957 -0.266 1.866
C -0.769 1.376 1.217
C -0.067 -0.779 -1.692
H 0.949 -1.813 -4.354
H -0.714 -1.232 -4.235
H 0.752 -0.215 -4.840
H 2.075 0.767 -3.290
H 1.897 1.438 -0.530
H -1.624 -1.870 0.432
H -2.608 -1.119 2.694
H -1.622 1.359 3.365
H 0.224 -0.124 4.027
H 0.876 1.332 3.369
H 2.018 0.026 1.673
H 0.836 -1.309 2.034
H -1.705 1.551 0.683
H -0.237 2.396 1.167
H -0.956 -1.322 -1.613



(3)
C6H10 in the gas phase in a non-equilibrium geometry, computed with ωB97M-V/def2-TZVPD.

Values from the calculation:
- Charge: 0
- HOMO: -0.32227 Ha
- Multiplicity: 1
- Relative energy (zero: lowest compared OMol25 entry of this formula, charge and spin): 39.8 kcal/mol
- SMILES: C[C@H]1[C@H]2CC[C@@H]12
- Frontier orbital gap: 9.9705 eV
- LUMO level: 0.04414 Eh

CARTESIAN COORDINATES (ANGSTROEM)
C 1.584 -0.284 0.917
C 0.579 -0.970 0.028
C -0.865 -0.757 0.170
C -1.297 0.651 0.424
C -0.515 1.119 -0.834
C -0.110 -0.320 -1.142
H 1.670 -0.805 1.878
H 1.318 0.756 1.129
H 2.574 -0.282 0.448
H 0.845 -2.004 -0.196
H -1.559 -1.590 -0.135
H -2.372 0.822 0.335
H -0.963 1.036 1.390
H 0.307 1.824 -0.674
H -1.183 1.539 -1.592
H -0.013 -0.735 -2.147



(4)
A molecular structure, C27H48OP2Ti in a non-equilibrium geometry, computed with ωB97M-V/def2-TZVPD.

Values from the calculation:
- Charge: 0
- HOMO (spin up / spin down): -0.21922 / -0.21155 Ha
- Multiplicity: 3
- Frontier orbital gap (spin up / spin down): 5.9639 / 5.6915 eV
- LUMO level (spin up / spin down): -0.00005 / -0.00239 Eh

CARTESIAN COORDINATES (ANGSTROEM)
P -1.865 3.580 0.752
P 3.370 -2.186 -3.590
C -0.300 3.148 -0.216
C 0.030 2.597 -1.563
H 0.190 2.461 0.500
H 0.103 4.176 -0.195
H -0.654 1.858 -1.976
H 0.266 3.395 -2.324
C 3.840 -0.892 -4.800
H 3.261 -1.223 -5.674
H 4.909 -0.898 -5.039
H 3.504 0.111 -4.463
C 1.590 -1.723 -3.569
H 1.318 -1.936 -4.607
H 1.393 -0.671 -3.347
H 1.032 -2.359 -2.888
C -1.111 4.849 1.823
H -1.553 4.806 2.826
H -1.250 5.867 1.417
H -0.022 4.695 1.911
C -3.307 4.041 -0.174
H -3.393 3.454 -1.096
H -3.289 5.104 -0.424
H -4.189 3.839 0.451
Ti 2.032 1.689 -0.727
C 3.560 1.728 -1.992
C 3.927 0.746 -1.006
C 4.937 1.125 0.064
C 4.489 2.347 0.898
C 3.029 2.738 0.736
C 2.611 3.728 -0.211
C 3.412 4.209 -1.380
C 4.227 3.073 -2.072
C -2.226 2.003 1.560
H 3.007 1.382 -2.887
H 4.015 -0.288 -1.377
H 5.953 1.360 -0.300
H 5.125 0.258 0.723
H 4.714 2.150 1.959
H 5.148 3.201 0.664
H 2.466 2.676 1.680
H 1.950 4.515 0.166
H 4.104 5.028 -1.095
H 2.778 4.668 -2.161
H 4.375 3.320 -3.138
H 5.243 3.070 -1.663
H -3.263 1.989 1.928
H -1.552 1.858 2.413
H -2.084 1.148 0.884
C -2.049 -1.785 -2.912
C -1.598 -0.616 -2.005
C -2.854 0.243 -1.800
C -1.069 -1.146 -0.686
C -1.950 -2.013 -0.041
C -1.582 -2.815 1.019
C -0.284 -2.710 1.495
C 0.613 -1.818 0.926
C 2.057 -1.928 1.384
C 2.145 -1.664 2.889
C 2.593 -3.316 1.085
C 0.190 -0.892 -0.065
O 0.941 0.175 -0.280
H -2.931 -2.294 -2.493
H -1.268 -2.540 -3.032
H -2.334 -1.419 -3.908
H -0.834 -0.039 -2.535
H -3.756 -0.387 -1.736
H -2.808 0.830 -0.879
H -3.001 0.925 -2.647
H -2.958 -2.090 -0.430
H -2.290 -3.509 1.469
H 0.052 -3.338 2.320
H 2.649 -1.171 0.854
H 1.485 -2.345 3.443
H 3.169 -1.827 3.241
H 1.837 -0.636 3.127
H 2.472 -3.565 0.033
H 3.645 -3.377 1.341
H 2.056 -4.063 1.669



no.,total energy (Ha)
1,-4120.3487
2,-537.3541
3,-234.5391
4,-2664.7669